A molecular structure, C44H24HfN10O4S, computed with ωB97M-V with the def2-TZVPD basis set.

Cartesian coordinates (Å):
Hf (0.02323, -0.11779, 0.45595)
C (1.51359, -5.60869, 4.07636)
C (1.24937, -4.78060, 5.17789)
C (0.72751, -3.51020, 5.01202)
C (0.48824, -3.08798, 3.71089)
C (-0.04740, -1.83920, 3.17941)
N (-0.45324, -0.86427, 3.95434)
C (-0.99754, 0.24802, 3.48716)
C (-1.56979, 1.26266, 4.35208)
C (-1.63638, 1.37349, 5.73799)
C (-2.28330, 2.47950, 6.25322)
C (-2.86335, 3.44443, 5.41030)
C (-2.80860, 3.32276, 4.03557)
C (-2.14145, 2.21524, 3.52056)
C (-1.92211, 1.76107, 2.15960)
N (-2.45892, 2.36023, 1.11162)
C (-2.44326, 1.82800, -0.08747)
N (-1.84309, 0.65767, -0.49010)
C (-2.15581, 0.45637, -1.81490)
N (-1.82601, -0.55602, -2.57506)
C (-1.14417, -1.60261, -2.13333)
N (-0.61088, -1.78950, -0.88083)
C (-0.12389, -3.06548, -0.81835)
N (0.37960, -3.68494, 0.23770)
C (0.36006, -3.15638, 1.43486)
N (-0.08101, -1.90659, 1.80770)
C (0.75179, -3.90307, 2.62451)
C (1.26364, -5.18451, 2.78342)
C (-0.28141, -3.70667, -2.10677)
C (0.06341, -4.97809, -2.56496)
C (-0.24472, -5.28289, -3.87443)
C (-0.89348, -4.35197, -4.70934)
C (-1.24540, -3.09964, -4.25099)
C (-0.92070, -2.78836, -2.93075)
C (-2.97761, 1.56043, -2.28868)
C (-3.54300, 1.82707, -3.53075)
C (-4.28530, 2.98638, -3.65213)
C (-4.46496, 3.85415, -2.56195)
C (-3.90540, 3.58089, -1.32830)
C (-3.15334, 2.41623, -1.21450)
N (-1.18502, 0.60661, 2.17898)
H (1.91922, -6.59798, 4.24502)
H (1.45909, -5.14688, 6.17457)
H (0.51568, -2.86427, 5.85319)
H (-1.19318, 0.62174, 6.37681)
H (-2.34948, 2.60825, 7.32577)
H (-3.36472, 4.29631, 5.85122)
H (-3.25976, 4.05453, 3.37925)
H (1.45612, -5.81721, 1.92757)
H (0.55553, -5.68775, -1.91357)
H (0.01234, -6.25654, -4.27127)
H (-1.12003, -4.62851, -5.73093)
H (-1.74756, -2.38110, -4.88450)
H (-3.40030, 1.15074, -4.36269)
H (-4.73788, 3.23378, -4.60365)
H (-5.05342, 4.75272, -2.69503)
H (-4.03993, 4.24009, -0.48145)
S (2.20423, 0.20228, 2.21137)
C (2.93127, -0.67585, 0.91776)
C (4.27753, -1.08261, 0.85390)
C (4.73127, -1.72286, -0.26950)
C (3.86436, -1.96408, -1.34580)
C (2.56164, -1.56137, -1.21997)
N (2.10496, -0.95443, -0.11021)
H (4.92428, -0.86941, 1.69321)
H (5.76668, -2.03503, -0.32975)
H (4.19944, -2.44875, -2.25086)
H (1.84418, -1.70283, -2.01842)
O (0.72943, 0.87014, -1.56178)
C (0.96784, 1.92950, -0.92792)
O (0.62750, 2.01617, 0.29904)
C (1.64079, 3.07231, -1.59264)
C (1.95215, 4.22152, -0.87682)
C (2.58499, 5.28100, -1.51203)
C (2.90759, 5.19645, -2.85760)
C (2.58368, 4.03791, -3.54002)
C (1.95607, 2.96765, -2.94141)
N (2.92690, 3.93827, -4.98139)
O (3.47766, 4.89207, -5.49182)
O (2.62839, 2.91533, -5.55963)
H (1.69598, 4.26743, 0.17301)
H (2.83122, 6.17720, -0.95913)
H (3.40091, 6.00261, -3.37959)
H (1.71748, 2.07572, -3.50084)

Atoms 1-3, force components in eV/Å:
0.6 0.1 0.1
0.0 0.0 0.0
0.0 0.0 0.0

The HOMO energy (spin up / spin down) is -6.7 / -6.6 eV. The calculation puts the HOMO-LUMO gap (spin up / spin down) at 5.02 / 4.92 eV. Its total charge is 0.

Atom charges from the Löwdin analysis, given in e for atoms 1 to 8: Hf 1.65; C -0.07; C -0.07; C 0.00; C -0.10; C -0.31; N 0.20; C -0.28

***

A molecular structure, C21H34ClIOP3Y, computed with ωB97M-V with the def2-TZVPD basis set.

Cartesian coordinates (Å):
C (-0.07295, 0.91372, -8.75929)
C (-0.06900, 1.48401, -7.36174)
H (-0.07034, 1.74239, -9.47301)
H (-0.97810, 0.31461, -8.92439)
H (0.82682, 0.30698, -8.92636)
O (-0.06047, 2.64398, -7.00658)
I (-0.08063, -0.00797, -5.78046)
Y (-0.07910, 0.03869, -0.82250)
P (2.51154, -0.01425, -1.08362)
C (3.31922, 1.19685, -0.04231)
C (3.00035, -1.68413, -0.52642)
H (4.09681, -1.76263, -0.66205)
H (4.11470, 0.01706, -2.84297)
H (2.46316, -2.45198, -1.11692)
H (2.47386, -0.54548, -3.45172)
H (3.02948, 1.09805, 1.01948)
H (2.74804, -1.85211, 0.53824)
C (3.01475, 0.17196, -2.80330)
H (4.41197, 1.06440, -0.15390)
H (2.73745, 1.18386, -3.15458)
H (3.00914, 2.20314, -0.37321)
P (-2.67303, 0.01900, -1.08259)
C (-3.48517, 1.24663, -0.06840)
C (-3.17425, 0.21007, -2.80332)
H (-2.66175, -2.41540, -1.09261)
H (-4.28121, -1.70195, -0.63485)
H (-2.91221, -1.79722, 0.56675)
C (-3.18237, -1.63754, -0.49853)
H (-2.64212, -0.51403, -3.45119)
H (-4.27639, 0.07111, -2.83985)
H (-4.57903, 1.13432, -0.17738)
H (-3.14703, 2.24649, -0.38178)
H (-2.88439, 1.21965, -3.15257)
H (-3.20229, 1.14683, 0.98962)
Cl (-0.09516, -1.80165, -2.43991)
C (-0.24805, -2.52697, 2.68497)
P (0.00617, -0.91738, 1.86278)
C (-1.36909, 0.01972, 2.68476)
C (-2.49978, -0.62572, 3.21273)
C (-3.50749, 0.10171, 3.84385)
C (-3.43020, 1.49227, 3.88336)
C (-2.37346, 2.15713, 3.25963)
C (-1.37727, 1.42250, 2.62971)
C (1.56802, -0.48559, 2.76082)
C (1.80744, 0.81523, 3.19064)
C (2.97766, 1.14204, 3.86974)
C (3.93440, 0.15265, 4.09438)
C (3.75002, -1.14792, 3.62937)
C (2.57061, -1.45156, 2.94298)
H (-1.22951, -2.96250, 2.45473)
H (-0.21950, -2.29355, 3.75101)
H (0.57171, -3.22148, 2.46375)
H (-2.56959, -1.72273, 3.17932)
H (-4.32605, -0.43139, 4.33873)
H (-4.20517, 2.07520, 4.41925)
H (-2.30260, 3.24792, 3.27186)
H (-0.58531, 1.95519, 2.07049)
H (1.03287, 1.57572, 2.99563)
H (3.12022, 2.15937, 4.24370)
H (4.86405, 0.39456, 4.65901)
H (4.47873, -1.93783, 3.80508)
H (2.41082, -2.47404, 2.57192)

Atoms 1-3, force components in eV/Å:
0.0 0.3 0.0
0.0 3.0 0.4
0.0 0.0 0.2

The HOMO energy is -13.9 eV. The calculation puts the HOMO-LUMO gap at 7.14 eV. Its total charge is +2.

Atom charges from the Löwdin analysis, given in e for atoms 1 to 8: C -0.10; C -0.82; H 0.09; H 0.09; H 0.09; O 0.00; I 0.75; Y 0.86

***

A molecular structure, C21H23AuN5O4, computed with ωB97M-V with the def2-TZVPD basis set.

Cartesian coordinates (Å):
Au (0.24912, -0.03218, -0.05266)
C (0.56564, -3.19366, -0.50144)
N (-0.06924, -2.07991, -1.24606)
C (-1.53010, -2.28651, -1.40693)
C (0.55823, -1.84046, -2.52712)
C (0.88849, -2.87383, -3.37665)
C (1.51316, -2.61266, -4.59278)
C (1.83327, -1.30482, -4.95088)
C (1.48125, -0.25734, -4.12966)
C (0.79452, -0.50121, -2.92041)
N (0.41202, 0.47463, -2.03366)
C (0.23821, 1.80775, -2.34089)
C (-0.08866, 2.27132, -3.63285)
C (-0.21047, 3.62066, -3.88167)
C (-0.01114, 4.53924, -2.85429)
C (0.24882, 4.09514, -1.56150)
C (0.33755, 2.74709, -1.28601)
N (0.53516, 2.28503, 0.07389)
C (1.90730, 2.52031, 0.57864)
C (-0.47831, 2.82393, 1.00872)
H (0.30547, -4.16388, -0.93427)
H (0.21946, -3.16512, 0.52942)
H (1.64728, -3.07467, -0.51910)
H (-1.73073, -3.27471, -1.83295)
H (-1.93368, -1.53009, -2.07951)
H (-2.00855, -2.18779, -0.43709)
H (0.67891, -3.89849, -3.09287)
H (1.77335, -3.43501, -5.24727)
H (2.37691, -1.11086, -5.86580)
H (1.79002, 0.74861, -4.37237)
H (-0.30281, 1.55422, -4.41267)
H (-0.47568, 3.96310, -4.87390)
H (-0.08992, 5.60222, -3.04879)
H (0.35723, 4.81525, -0.75819)
H (2.10078, 3.59139, 0.68555)
H (2.63427, 2.09727, -0.11501)
H (2.00398, 2.03659, 1.54843)
H (-0.30950, 3.88687, 1.19765)
H (-0.39751, 2.28604, 1.95072)
H (-1.47454, 2.68758, 0.59156)
O (-0.67066, -1.35612, 6.13655)
C (-1.28530, -2.38268, 5.57634)
O (-1.71505, -3.31048, 6.21051)
C (-1.46939, -2.36658, 4.08523)
C (-2.28109, -3.28164, 3.47333)
N (-2.24359, -3.01447, 2.15500)
N (-1.45135, -1.98170, 1.84213)
C (-0.98168, -1.57168, 3.01239)
C (-0.06779, -0.39512, 3.06139)
O (0.17887, 0.13566, 4.13412)
O (0.45922, 0.06153, 1.96452)
H (-0.40901, -0.69482, 5.46269)
H (-2.86385, -4.08061, 3.90729)
H (-2.75359, -3.48554, 1.43195)

Atoms 1-3, force components in eV/Å:
0.1 1.3 -2.6
0.0 0.0 0.3
0.0 0.9 1.4

The HOMO energy (spin up / spin down) is -10.9 / -10.9 eV. The calculation puts the HOMO-LUMO gap (spin up / spin down) at 4.48 / 4.54 eV. Its total charge is +1.

Atom charges from the Löwdin analysis, given in e for atoms 1 to 8: Au 1.35; C -0.05; N -0.23; C -0.04; C -0.23; C -0.02; C -0.06; C -0.06

***

A molecular structure, C6H13N, computed with ωB97M-V with the def2-TZVPD basis set.

Cartesian coordinates (Å):
C (0.03222, 1.45348, 1.59456)
C (-0.54595, 0.75830, 0.41585)
C (-0.99948, 1.46700, -0.85464)
C (0.80313, -1.29373, 0.61873)
C (1.04203, -2.02391, -0.82225)
C (0.00334, -0.85680, -1.12197)
H (1.03827, 1.77171, 1.44866)
H (-0.80758, 2.29398, 1.71594)
H (0.12692, 0.68837, 2.36830)
H (-1.37550, -0.01473, 0.76743)
H (-0.13914, 2.09156, -1.39304)
H (-1.48266, 0.98779, -1.66174)
H (-1.50270, 2.39310, -0.32638)
H (1.77137, -1.12981, 1.27479)
H (-0.01316, -1.72826, 1.13559)
H (0.68676, -2.99972, -0.47573)
H (2.06864, -1.98772, -1.36655)
H (-1.04821, -1.33533, -1.10771)
H (-0.12188, -0.50531, -2.21469)
N (0.46360, -0.02998, 0.00486)

Atoms 1-3, force components in eV/Å:
-3.6 2.2 0.6
-2.0 -1.6 0.3
1.3 6.3 2.2

The HOMO energy is -8.9 eV. The calculation puts the HOMO-LUMO gap at 10.08 eV. Its total charge is 0.

Atom charges from the Löwdin analysis, given in e for atoms 1 to 8: C -0.05; C -0.57; C -0.07; C -0.19; C -0.08; C -0.25; H 0.07; H 0.13

***

5 unconnected molecules or ions with the total composition C17H17Cl6N3, computed with ωB97M-V with the def2-TZVPD basis set.

Cartesian coordinates (Å):
Cl (3.75811, -1.73194, -1.64310)
C (2.54943, -2.99334, -1.96638)
Cl (0.93506, -2.23650, -2.16074)
Cl (2.62967, -4.27863, -0.74872)
H (2.81798, -3.48190, -2.93296)
Cl (3.23555, 2.16675, -2.90899)
C (1.54942, 2.29101, -3.28326)
Cl (1.34196, 1.48693, -4.84823)
Cl (0.96332, 3.97794, -3.21739)
H (1.04161, 1.58574, -2.60159)
C (-2.97237, 1.80048, -3.22706)
C (-1.86601, 1.54571, -2.48899)
C (-1.68084, 0.28183, -1.97283)
N (-2.60840, -0.69731, -2.11235)
C (-3.72468, -0.43656, -2.77105)
C (-3.94614, 0.80794, -3.30648)
H (-3.13553, 2.76522, -3.69887)
H (-1.07673, 2.28225, -2.41152)
H (-0.83277, 0.01001, -1.35040)
H (-4.40102, -1.30276, -2.86302)
H (-4.80264, 1.08785, -3.94743)
C (-0.06375, -2.11868, 2.61459)
C (-0.46752, -3.43048, 2.82784)
C (-0.57570, -3.90358, 4.12360)
N (-0.24745, -3.18744, 5.11918)
C (0.34259, -2.03794, 4.96514)
C (0.38691, -1.42558, 3.73039)
H (-0.02293, -1.69671, 1.64933)
H (-0.69895, -4.08036, 2.00422)
H (-1.02515, -4.85557, 4.44672)
H (0.65413, -1.45741, 5.76343)
H (0.85334, -0.43923, 3.65506)
C (1.22072, 2.56545, 2.46400)
C (1.91096, 1.50136, 2.02388)
C (1.75152, 1.09721, 0.66395)
N (0.80312, 1.65072, -0.15395)
C (-0.00133, 2.61383, 0.39310)
C (0.23193, 3.15786, 1.70131)
H (1.29014, 2.76116, 3.53757)
H (2.58479, 0.97285, 2.70669)
H (2.46843, 0.38300, 0.30690)
H (-0.85783, 2.97727, -0.11396)
H (-0.31296, 4.02158, 2.03234)

Atoms 1-3, force components in eV/Å:
-0.2 -0.2 0.0
0.2 -0.2 -1.0
0.6 -0.5 0.3

The HOMO energy is -9.4 eV. The calculation puts the HOMO-LUMO gap at 9.81 eV. Its total charge is 0.

Atom charges from the Löwdin analysis, given in e for atoms 1 to 8: Cl 0.50; C -1.52; Cl 0.52; Cl 0.52; H 0.03; Cl 0.54; C -1.58; Cl 0.51

***

2 unconnected molecules or ions with the total composition C4H8N2O2, computed with ωB97M-V with the def2-TZVPD basis set.

Cartesian coordinates (Å):
C (1.51367, -0.42738, 0.42786)
C (-0.80241, -0.64577, -1.02595)
C (-1.64277, 0.15193, -0.10453)
N (1.12025, 0.33238, 1.41555)
C (2.36786, -0.06043, -0.63118)
O (-1.28916, 1.45960, -0.05336)
N (-2.45529, -0.26643, 0.77593)
O (2.24718, -0.16001, -1.83785)
H (-1.89529, 1.88884, 0.56903)
H (0.09099, -1.15304, -0.36095)
H (0.86443, -0.07812, 2.30285)
H (0.79669, 1.28869, 1.27119)
H (-2.62724, -1.26469, 0.72775)
H (-0.19956, -0.04659, -1.70619)
H (-1.40075, -1.35331, -1.60032)
H (3.31141, 0.33432, -0.16986)

Atoms 1-3, force components in eV/Å:
0.9 -0.2 1.8
2.0 -0.5 0.5
0.3 -0.3 1.4

The HOMO energy is -8.7 eV. The calculation puts the HOMO-LUMO gap at 8.58 eV. Its total charge is 0.

Atom charges from the Löwdin analysis, given in e for atoms 1 to 8: C -0.11; C -0.01; C -0.56; N 0.10; C -0.35; O 0.03; N 0.13; O -0.01

***

The evaluated max |F| for the records listed, in turn: 0.63, 3.16, 2.88, 6.83, 4.11, 2.64 eV/Å.
The evaluated relative energy (zero: lowest compared OMol25 entry of this formula, charge and spin) for the records listed, in turn: 0.000, 1.429, 0.725, 4.263, 1.137, 4.250 eV.
The evaluated M for the records listed, in turn: 967.3, 646.7, 606.4, 99.2, 476.1, 116.1 g/mol.